Record 1
The following is a DFT calculation (ωB97M-V/def2-TZVPD) of an isolated molecule of C6H10O.

Computed properties:
Total charge ... 0
Spin multiplicity ... 1
LUMO ... 0.038 Ha

Structure (XYZ):
```
17
C6H10O, DFT ωB97M-V/def2-TZVPD
O -1.01 -0.80 0.06
C 0.42 -0.18 1.82
C 0.36 2.36 -0.65
C -1.84 -0.32 -0.97
C 1.34 -0.92 -0.41
C 0.22 -0.14 0.30
C 0.25 1.25 -0.19
H -2.68 -1.02 -1.04
H -0.41 0.33 2.32
H 1.27 -0.81 -1.49
H 1.36 0.31 2.09
H 2.33 -0.55 -0.13
H 0.34 3.35 -1.04
H 1.27 -1.98 -0.15
H 0.44 -1.22 2.16
H -2.25 0.67 -0.74
H -1.33 -0.29 -1.95
```

---

Record 2
The following is a DFT calculation (ωB97M-V/def2-TZVPD) of an isolated molecule of C6H10O.

Computed properties:
Total charge ... 0
Spin multiplicity ... 1
LUMO ... 0.035 Ha

Structure (XYZ):
```
17
C6H10O, DFT ωB97M-V/def2-TZVPD
O -0.82 -0.54 2.19
C -0.76 -0.84 0.80
C 0.60 -1.30 0.35
C 1.29 -0.73 -0.64
C -1.31 0.29 -0.09
C -0.18 1.30 -0.33
C 0.99 0.67 -1.14
H -0.55 2.26 -0.74
H -0.05 0.01 2.40
H -1.62 -0.09 -1.06
H -2.21 0.70 0.41
H 0.19 1.57 0.66
H 0.98 -2.19 0.84
H 0.91 0.62 -2.24
H 1.87 1.31 -0.98
H -1.42 -1.71 0.68
H 2.08 -1.33 -1.11
```

---

Record 3
The following is a DFT calculation (ωB97M-V/def2-TZVPD) of a cluster of 2 separate species, C6H10O in total at a distorted geometry.

Computed properties:
Total charge ... 0
Spin multiplicity ... 1
LUMO ... -0.070 Ha

Structure (XYZ):
```
17
C6H10O, DFT ωB97M-V/def2-TZVPD
O 0.05 0.14 1.98
C -1.62 0.48 -0.40
C 1.94 0.19 -0.50
C 2.35 -0.91 0.30
C -2.92 0.17 0.06
C 0.80 0.54 -1.15
C -0.60 -0.35 -0.72
H 3.34 -0.86 0.76
H 1.82 -1.85 0.22
H 0.93 -0.17 1.73
H 2.79 0.92 -0.58
H -0.47 -0.40 1.37
H -3.46 -0.66 -0.39
H -3.47 1.09 0.24
H 0.60 1.48 -1.67
H -1.54 1.54 -0.80
H -0.54 -1.36 -0.45
```

---

Record 4
The following is a DFT calculation (ωB97M-V/def2-TZVPD) of an isolated molecule of C6H10O2 at a distorted geometry.

Computed properties:
Total charge ... 0
Spin multiplicity ... 1
LUMO ... 0.031 Ha

Structure (XYZ):
```
18
C6H10O2, DFT ωB97M-V/def2-TZVPD
O 0.52 0.33 -1.57
O 1.22 -0.55 0.88
C 0.80 1.59 -0.81
C -0.48 -0.28 -0.74
C -0.86 -1.68 -0.33
C -0.10 0.03 0.67
C 0.03 1.57 0.61
C -1.18 -1.08 1.07
H 0.48 2.36 -1.41
H 1.30 -0.76 1.89
H -0.93 2.09 0.54
H 0.56 2.04 1.40
H 1.94 1.60 -0.66
H -1.61 -2.07 -0.99
H 0.00 -2.33 -0.30
H -2.22 -0.60 1.20
H -1.09 -1.68 2.00
H -1.52 0.13 -1.00
```

---

Record 5
The following is a DFT calculation (ωB97M-V/def2-TZVPD) of a cluster of 2 separate species, C6H10O2 in total at a distorted geometry.

Computed properties:
Total charge ... 0
Spin multiplicity ... 1
LUMO ... -0.026 Ha

Structure (XYZ):
```
18
C6H10O2, DFT ωB97M-V/def2-TZVPD
O 0.09 0.74 2.50
O 1.13 1.07 -2.03
C 0.32 1.27 1.36
C -0.66 -1.47 -1.29
C -0.13 1.20 -1.35
C -0.25 -1.87 1.23
C -0.38 -0.96 -0.07
C -0.22 0.43 0.03
H -0.50 -2.86 1.01
H -0.75 -0.82 -2.06
H -1.10 0.69 -1.68
H -0.11 2.19 -0.99
H -0.80 -1.38 2.14
H 0.12 -2.24 -1.81
H 0.75 2.16 1.19
H 1.51 -0.24 -1.10
H 0.84 -1.57 1.33
H -1.75 -2.00 -1.26
```

---

Record 6
The following is a DFT calculation (ωB97M-V/def2-TZVPD) of an isolated molecule of C6H10O2 at a distorted geometry.

Computed properties:
Total charge ... 0
Spin multiplicity ... 1
LUMO ... 0.034 Ha

Structure (XYZ):
```
18
C6H10O2, DFT ωB97M-V/def2-TZVPD
O 1.60 -0.91 -0.99
O -1.76 -0.57 0.02
C 1.51 0.32 0.98
C 0.89 0.03 -0.32
C -1.38 0.84 -0.13
C 0.21 -1.18 -0.67
C -0.74 -1.57 0.35
C -0.04 1.11 -0.84
H 0.75 0.75 1.78
H -0.33 -1.15 -1.59
H -1.34 1.25 0.88
H -2.17 1.17 -0.77
H -1.26 -2.50 0.18
H 2.07 -0.52 1.41
H 2.22 1.17 0.82
H -0.29 -1.47 1.33
H -0.20 1.10 -1.92
H 0.25 2.14 -0.54
```

---

Record 7
The following is a DFT calculation (ωB97M-V/def2-TZVPD) of an isolated molecule of C6H10O2 at a distorted geometry.

Computed properties:
Total charge ... 0
Spin multiplicity ... 1
LUMO ... 0.034 Ha

Structure (XYZ):
```
18
C6H10O2, DFT ωB97M-V/def2-TZVPD
O 1.82 -0.36 -0.75
O -1.60 -0.62 -0.01
C 0.93 0.44 1.44
C -0.18 1.36 -0.64
C 0.86 0.40 -0.06
C 0.47 -0.82 -0.68
C -0.51 -1.40 0.42
C -1.46 0.78 -0.05
H -0.02 2.41 -0.34
H -0.19 -0.95 -1.52
H 1.37 -0.46 1.80
H -0.87 -2.39 0.00
H 0.05 0.92 1.79
H -2.24 1.32 -0.68
H 0.07 1.27 -1.80
H -1.75 1.28 0.89
H 1.63 1.28 1.83
H -0.36 -1.36 1.53
```

---

Record 8
The following is a DFT calculation (ωB97M-V/def2-TZVPD) of an isolated molecule of C6H10O2 at a distorted geometry.

Computed properties:
Total charge ... 0
Spin multiplicity ... 1
LUMO ... 0.029 Ha

Structure (XYZ):
```
18
C6H10O2, DFT ωB97M-V/def2-TZVPD
O -0.85 -3.20 -1.20
O -1.66 -1.20 -0.92
C 0.19 -1.71 0.49
C -0.40 2.79 0.23
C -0.71 -2.12 -0.67
C 1.10 0.69 0.15
C -0.05 1.30 0.40
C 1.34 -0.77 0.12
H -1.27 3.04 -0.39
H 0.46 -2.68 0.87
H -0.44 -0.99 1.09
H -1.02 0.76 0.60
H 0.44 3.28 -0.19
H 1.91 -1.02 -0.81
H 1.85 1.35 -0.27
H -0.74 3.07 1.28
H 2.12 -1.04 0.86
H -2.24 -1.57 -1.64
```

---

Record 9
The following is a DFT calculation (ωB97M-V/def2-TZVPD) of an isolated molecule of C6H10O3 at a distorted geometry.

Computed properties:
Total charge ... 0
Spin multiplicity ... 1
LUMO ... 0.011 Ha

Structure (XYZ):
```
19
C6H10O3, DFT ωB97M-V/def2-TZVPD
O 0.47 0.08 0.46
O 0.28 -2.37 -2.07
O -1.60 1.02 -0.43
C -0.43 1.18 0.29
C -0.36 -1.55 -1.31
C 0.35 -1.15 -0.05
C 1.44 -2.04 0.42
C -0.53 1.79 -1.04
C -0.48 1.95 1.58
H 2.36 -1.77 -0.12
H -0.05 1.30 -1.87
H -1.09 2.84 1.45
H -1.01 -0.77 -1.75
H -0.72 2.85 -1.13
H -0.92 1.33 2.36
H 1.20 -3.07 0.16
H 0.52 2.25 1.89
H 1.63 -1.90 1.49
H -1.05 -1.99 -0.33
```

---

Record 10
The following is a DFT calculation (ωB97M-V/def2-TZVPD) of an isolated molecule of C6H10O3 at a distorted geometry.

Computed properties:
Total charge ... 0
Spin multiplicity ... 1
LUMO ... 0.022 Ha

Structure (XYZ):
```
19
C6H10O3, DFT ωB97M-V/def2-TZVPD
O -0.02 1.36 -0.04
O -1.63 0.00 -1.70
O -0.58 -1.95 0.69
C 1.75 -0.10 1.21
C 0.86 -0.10 0.01
C -0.40 -0.90 0.13
C -1.48 0.06 -0.48
C 1.50 -0.34 -1.34
C -2.60 0.34 0.49
H 2.35 0.33 -1.48
H 2.11 -1.12 1.38
H 0.34 1.95 -0.71
H -3.36 0.94 0.00
H 1.83 -1.38 -1.40
H -2.20 0.91 1.34
H 2.61 0.56 1.05
H 1.20 0.21 2.10
H 0.74 -0.19 -2.11
H -3.02 -0.59 0.86
```

---

What orbital gap values result from the calculations? In sequence: 10.66; 10.28; 5.34; 10.36; 8.65; 10.46; 10.18; 10.16; 8.36; 9.36 eV.
What energy relative to the best compared isomer or geometry (same formula, charge and spin) values result from the calculations? In sequence: 45.2; 6.9; 133.7; 68.7; 184.2; 89.4; 120.9; 23.2; 111.7; 42.9 kcal per mole.
What electronic energy values result from the calculations? In sequence: -8429.2814; -8430.9408; -8425.4422; -10476.1913; -10471.1834; -10475.2914; -10473.9278; -10478.1653; -12521.9285; -12524.9140 eV.